Density functional theory data (ωB97M-V/def2-TZVPD) for an isolated ion of composition C4H9NOS and charge +1 at a distorted geometry.

Last columns: bonded neighbours and bond lengths (Å).
Element x y z (Å)
1 C -2.17 0.22 0.35  N2 1.480, H8 1.086, H9 1.096, H10 1.086
2 N -1.20 -0.70 -0.29  C1 1.480, C3 1.404, H11 1.022
3 C 0.07 -0.62 0.31  N2 1.404, C4 1.562, C6 1.691, H12 1.087
4 C 1.32 -0.85 -0.60  C3 1.562, S5 1.834, H13 1.093, H14 1.090
5 S 2.90 -0.15 0.01  C4 1.834, H15 1.343
6 C 0.51 1.00 0.47  C3 1.691, O7 1.159, H16 1.109
7 O 0.32 1.83 -0.32  C6 1.159
8 H -3.21 -0.04 0.17  C1 1.086
9 H -2.06 0.04 1.43  C1 1.096
10 H -1.98 1.28 0.22  C1 1.086
11 H -1.06 -0.34 -1.24  N2 1.022
12 H 0.11 -1.18 1.24  C3 1.087
13 H 1.52 -1.92 -0.74  C4 1.093
14 H 1.08 -0.48 -1.59  C4 1.090
15 H 2.99 0.80 -0.94  S5 1.343
16 H 0.87 1.13 1.51  C6 1.109

ΔE to the lowest compared entry with this formula, charge and spin (kcal/mol): 32.97
Largest force on an atom (eV/Å): 2.9
Net charge: +1
Multiplicity: 2